{"formula": "C7H11N", "method": "ωB97M-V/def2-TZVPD", "charge": 0, "e_homo_ev": -9.02, "smiles": "C1N[C@H]2[C@H]3C[C@@H]1[C@@H]2C3", "lumo_energy_ev": 0.9, "orbital_gap_ha": 0.366, "symbols": ["C", "C", "C", "C", "C", "C", "C", "H", "H", "H", "H", "H", "H", "H", "H", "H", "H", "H", "N"], "coordinates": [[-0.576, -0.566, 1.727], [1.124, 0.089, 0.218], [0.435, -0.458, -1.248], [-0.964, -0.681, -0.794], [-1.081, 0.240, 0.449], [0.032, 1.313, -0.141], [0.233, 1.019, -1.658], [-0.455, 0.070, 2.691], [-1.266, -1.504, 1.849], [1.316, -0.474, 2.233], [2.243, 0.207, 0.035], [0.812, -1.103, -2.168], [-1.067, -1.660, -0.032], [-1.616, -0.586, -1.486], [-1.889, 0.824, 0.933], [0.151, 2.475, 0.176], [1.232, 1.522, -1.851], [-0.570, 1.172, -2.476], [0.841, -0.954, 1.253]], "forces_ev_per_a": [[0.2, 0.2, -1.3], [0.9, -1.4, -3.9], [1.2, 1.2, -1.1], [2.5, -4.5, 9.1], [0.4, 3.2, 0.9], [0.8, -0.2, 2.4], [0.9, 0.4, 0.4], [-0.9, -1.1, -1.6], [1.3, 1.8, 0.1], [-0.5, -2.3, -3.7], [-1.5, 0.2, 0.5], [-0.4, 0.7, 2.5], [0.0, 1.2, -3.5], [-4.8, 0.3, -4.5], [-0.8, -0.6, -1.7], [-0.4, -3.0, -0.1], [-1.2, -0.5, -0.5], [1.3, 0.2, 1.5], [0.9, 4.2, 4.5]]}

---

{"formula": "C3H3BrO", "method": "ωB97M-V/def2-TZVPD", "charge": 0, "e_homo_ev": -8.64, "lumo_energy_ev": -0.8, "orbital_gap_ha": 0.289, "symbols": ["C", "C", "C", "O", "Br", "H", "H", "H"], "coordinates": [[-0.284, 0.226, -0.302], [-1.455, -0.077, 0.347], [1.110, -0.156, 0.161], [-0.509, 1.296, -0.861], [-3.041, -0.580, -0.174], [0.858, -0.375, 1.149], [1.722, 0.661, 0.062], [1.599, -0.995, -0.382]], "forces_ev_per_a": [[1.9, 0.3, -0.2], [0.2, 0.0, 1.7], [-1.7, -2.3, -1.9], [-0.4, 0.9, -1.0], [-1.2, -0.6, -0.9], [0.6, -0.7, 1.9], [1.3, 2.1, -0.1], [-0.7, 0.3, 0.5]]}

---

{"formula": "C7H12CoO6S3Sb", "method": "ωB97M-V/def2-TZVPD", "charge": -1, "e_homo_ev": [-4.34, -4.20], "lumo_energy_ev": [0.7, 0.6], "spin_multiplicity": 2, "orbital_gap_ha": [0.185, 0.177], "symbols": ["Co", "O", "C", "O", "C", "O", "C", "C", "O", "O", "H", "H", "H", "H", "H", "S", "Sb", "S", "S", "C", "C", "C", "O", "H", "H", "H", "H", "H", "H", "H"], "coordinates": [[-0.923, 0.427, 0.625], [0.083, 1.450, -3.404], [-0.090, 1.360, -2.077], [-1.161, 1.138, -1.576], [1.207, 1.512, -1.315], [1.027, 1.684, 0.062], [0.755, 3.025, 0.474], [-0.754, 3.347, 0.543], [-1.092, 4.515, 0.399], [-1.486, 2.345, 0.814], [-0.776, 1.285, -3.816], [1.795, 2.325, -1.750], [1.741, 0.569, -1.449], [1.267, 3.748, -0.164], [1.138, 3.102, 1.492], [-2.965, -2.533, 3.699], [-3.052, -0.364, 2.913], [-2.905, -0.648, 0.490], [-0.682, 0.240, 2.868], [0.293, -2.789, 1.338], [0.162, -2.242, -0.080], [1.307, -2.728, -0.969], [0.166, -0.848, -0.129], [0.364, -3.879, 1.317], [-0.580, -2.514, 1.934], [1.183, -2.376, 1.819], [-0.782, -2.626, -0.496], [2.264, -2.393, -0.561], [1.191, -2.315, -1.974], [1.305, -3.816, -1.029]], "forces_ev_per_a": [[0.0, 0.3, -0.1], [0.2, 0.1, 0.0], [-0.1, -0.1, 0.1], [0.1, -0.1, -0.1], [0.2, -0.1, 0.0], [-0.1, 0.0, 0.1], [-0.2, 0.2, 0.1], [0.7, 0.1, -0.1], [-0.1, -0.1, 0.1], [-0.5, -0.9, 0.1], [-0.1, 0.0, 0.0], [0.0, 0.0, 0.0], [0.0, 0.0, 0.0], [0.0, -0.1, 0.0], [0.0, 0.0, 0.0], [-0.2, 0.6, 0.0], [-0.2, -1.1, 0.6], [1.2, 0.7, 0.2], [-0.1, 0.0, -1.2], [-0.1, 0.2, -0.2], [-0.2, -0.6, 0.3], [-0.1, 0.3, 0.0], [-0.5, 0.7, 0.3], [0.0, 0.0, 0.0], [0.0, -0.1, 0.0], [0.0, 0.0, 0.0], [0.0, 0.0, 0.0], [0.0, 0.0, 0.0], [0.1, -0.1, 0.0], [0.0, 0.0, 0.0]]}

---

{"formula": "C6H14O", "method": "ωB97M-V/def2-TZVPD", "charge": 0, "e_homo_ev": -9.63, "smiles": "CC(=O)CC(C)C.[H][H]", "lumo_energy_ev": 1.0, "orbital_gap_ha": 0.392, "symbols": ["C", "C", "C", "C", "C", "C", "O", "H", "H", "H", "H", "H", "H", "H", "H", "H", "H", "H", "H", "H", "H"], "coordinates": [[-1.638, -0.619, -1.020], [-1.100, -0.298, 0.378], [-2.169, 0.409, 1.212], [0.178, 0.550, 0.322], [1.484, -0.219, 0.438], [2.748, 0.556, 0.116], [1.535, -1.367, 0.828], [-2.507, -1.285, -0.961], [-0.889, -1.112, -1.646], [-1.957, 0.296, -1.538], [-0.833, -1.241, 0.870], [-3.082, -0.193, 1.284], [-2.440, 1.374, 0.765], [-1.811, 0.601, 2.230], [0.203, 1.260, 1.162], [0.204, 1.179, -0.578], [1.408, -0.792, -2.267], [3.106, 1.032, 1.036], [2.578, 1.340, -0.626], [3.526, -0.126, -0.232], [1.457, -1.346, -1.774]], "forces_ev_per_a": [[0.0, 0.0, 0.0], [0.0, 0.0, 0.0], [-0.1, 0.0, 0.1], [0.0, 0.0, 0.0], [0.0, -0.2, 0.1], [0.1, 0.0, 0.0], [0.0, 0.4, -0.2], [0.1, 0.1, 0.0], [-0.1, 0.1, 0.1], [0.1, -0.1, 0.1], [-0.1, 0.1, 0.0], [0.1, 0.1, 0.0], [0.0, -0.1, 0.0], [-0.1, 0.0, -0.1], [0.0, -0.1, -0.1], [0.0, -0.1, 0.1], [0.0, -0.1, -0.1], [-0.1, 0.0, -0.1], [0.0, -0.1, 0.1], [-0.1, 0.1, 0.1], [0.0, 0.0, -0.1]]}

---

For reference, energy above the lowest of the compared OMol25 structures with the same formula, charge and spin by record: 134.8 76.8 13.8 24.9 kcal/mol.